Entry 1:
Below is a cluster of 10 separate species, C8H36O14 in total at a distorted geometry, with properties calculated with the ωB97M-V functional and the def2-TZVPD basis.

```
58
Properties=species:S:1:pos:R:3:nbo_charge:R:1
O 6.24 8.60 9.34 -0.746
C 7.65 8.43 9.08 -0.091
C 8.14 9.24 7.91 -0.087
O 9.49 9.65 8.04 -0.746
H 5.72 8.58 8.53 0.472
H 8.23 8.76 9.89 0.175
H 7.90 7.39 8.94 0.161
H 7.45 10.10 7.92 0.172
H 7.98 8.73 6.97 0.173
H 10.00 8.85 7.73 0.500
O 15.15 6.71 8.57 -0.784
C 15.60 7.47 9.65 -0.091
C 15.18 8.90 9.56 -0.093
O 13.93 9.22 10.19 -0.766
H 14.56 6.00 8.83 0.518
H 15.31 7.01 10.61 0.179
H 16.65 7.71 9.53 0.173
H 15.11 9.06 8.48 0.203
H 15.92 9.52 10.03 0.169
H 14.09 9.12 11.11 0.490
O 12.54 7.69 7.02 -0.729
C 11.92 6.50 6.44 -0.108
C 10.46 6.73 6.17 -0.079
O 9.67 6.98 7.32 -0.789
H 13.31 7.38 7.46 0.487
H 12.37 6.36 5.45 0.180
H 12.03 5.58 6.92 0.170
H 10.02 5.84 5.62 0.166
H 10.37 7.61 5.49 0.176
H 10.17 6.67 8.10 0.499
O 6.84 5.23 14.75 -0.741
C 6.97 5.05 13.34 -0.089
C 6.41 6.23 12.65 -0.100
O 6.22 5.85 11.28 -0.747
H 7.41 5.86 15.19 0.481
H 7.99 4.73 13.15 0.179
H 6.38 4.13 12.93 0.196
H 7.00 7.16 12.60 0.174
H 5.44 6.39 13.15 0.186
H 5.78 6.56 10.86 0.496
O 15.11 6.92 5.69 -0.942
H 15.55 6.68 6.48 0.482
H 15.40 6.28 5.07 0.459
O 13.28 5.02 9.79 -0.982
H 12.43 5.40 9.96 0.510
H 13.07 4.13 9.52 0.473
O 8.41 4.84 10.14 -0.973
H 7.72 5.36 10.60 0.499
H 8.15 4.87 9.24 0.472
O 11.35 8.87 10.34 -1.009
H 10.71 9.46 10.01 0.494
H 12.23 9.07 10.02 0.515
O 13.14 8.89 12.83 -0.955
H 12.37 9.31 12.39 0.495
H 13.11 7.97 12.51 0.474
O 10.87 6.26 9.70 -1.028
H 10.79 7.21 9.85 0.511
H 9.98 5.84 9.95 0.514
```

For the energy relative to the best compared isomer or geometry (same formula, charge and spin), the calculation gives 10.96 kcal/mol. As for the strongest force on any atom: 3.06 eV/Å. Its total energy is -37543.427 eV.


Entry 2:
Below is the molecule C8H3F3N2O4S at a distorted geometry, with properties calculated with the ωB97M-V functional and the def2-TZVPD basis.

```
21
Properties=species:S:1:pos:R:3:nbo_charge:R:1
O -2.96 -1.42 2.03 -0.361
O 1.39 0.72 -2.84 -0.559
O -3.60 0.10 0.62 -0.353
F 1.94 -1.13 3.20 -0.289
F 2.18 1.11 2.94 -0.320
F 3.38 -0.33 1.73 -0.334
O -0.82 0.32 -4.35 -0.619
S -2.11 -0.08 -1.95 0.413
C -0.78 0.28 -3.09 0.300
C 1.26 0.20 -0.02 -0.177
C -0.36 -0.27 1.82 -0.145
C -1.08 0.07 -0.53 -0.176
C 0.22 0.34 -0.89 0.115
C -1.41 -0.18 0.86 0.038
C 1.00 -0.12 1.36 -0.123
N 0.36 0.53 -2.31 0.070
N -2.75 -0.49 1.24 0.508
C 2.14 -0.14 2.37 0.973
H 0.07 0.36 -4.67 0.519
H 2.31 0.42 -0.38 0.275
H -0.37 -0.28 2.85 0.245
```

As for the strongest force on any atom: 8.23 eV/Å. Its total energy is -38496.620 eV.


Entry 3:
Below is the molecule C8H3N7 at a distorted geometry, with properties calculated with the ωB97M-V functional and the def2-TZVPD basis.

```
18
Properties=species:S:1:pos:R:3:nbo_charge:R:1
C -2.39 0.12 -0.18 -0.392
N -1.01 -0.27 -0.28 -0.151
C -0.58 -1.58 -0.09 0.289
C -1.49 -2.65 -0.02 0.213
N -2.20 -3.52 -0.08 -0.197
N 0.66 -1.68 0.02 -0.379
C 1.12 -0.40 0.03 0.330
C 2.38 0.15 0.10 -0.132
C 3.60 -0.48 0.09 0.250
N 4.48 -1.23 0.03 -0.274
N 2.26 1.52 0.24 -0.261
C 1.11 1.92 0.13 0.294
C 0.36 3.09 0.28 0.199
N -0.36 3.95 0.15 -0.228
N 0.12 0.50 0.01 -0.221
H -2.69 0.21 0.82 0.208
H -2.51 1.01 -0.72 0.229
H -2.87 -0.68 -0.52 0.223
```

For the energy relative to the best compared isomer or geometry (same formula, charge and spin), the calculation gives 1.91 kcal/mol. As for the strongest force on any atom: 4.10 eV/Å. Its total energy is -18770.397 eV.


Entry 4:
Below is a cluster of 13 separate species, C8H40F6O12P in total at a distorted geometry, with properties calculated with the ωB97M-V functional and the def2-TZVPD basis.

```
67
Properties=species:S:1:pos:R:3:nbo_charge:R:1
P 0.19 -1.06 -1.09 2.616
F 1.67 -0.57 -1.56 -0.604
F -0.50 -0.34 -2.36 -0.590
F 0.36 -2.39 -1.92 -0.585
F -1.28 -1.52 -0.57 -0.599
F 0.88 -1.74 0.23 -0.598
F 0.01 0.34 -0.22 -0.600
C 0.68 -1.98 4.50 -0.643
C -0.32 -3.14 4.73 -0.058
O 0.01 -4.39 4.03 -0.761
H 0.89 -1.92 3.43 0.223
H 1.59 -2.23 5.03 0.201
H 0.23 -1.03 4.78 0.207
H -1.34 -2.79 4.48 0.161
H -0.33 -3.36 5.80 0.158
H -0.24 -4.32 3.09 0.499
C -1.27 4.75 0.73 -0.641
C -0.90 3.70 -0.33 -0.064
O -1.67 2.49 -0.09 -0.757
H -2.06 4.35 1.35 0.228
H -1.62 5.66 0.22 0.197
H -0.42 5.12 1.30 0.208
H 0.17 3.47 -0.38 0.168
H -1.16 4.07 -1.34 0.148
H -1.10 1.73 -0.33 0.501
C 0.48 1.69 4.24 -0.656
C 1.71 2.32 4.74 -0.063
O 2.59 2.67 3.70 -0.724
H -0.18 2.46 3.78 0.206
H -0.17 1.23 4.99 0.224
H 0.63 0.99 3.42 0.224
H 2.20 1.61 5.43 0.151
H 1.52 3.16 5.42 0.162
H 3.33 2.06 3.72 0.475
C -1.72 2.41 -3.99 -0.637
C -1.55 2.47 -5.50 -0.059
O -1.60 1.11 -6.06 -0.753
H -0.84 1.96 -3.53 0.221
H -2.57 1.79 -3.72 0.235
H -1.91 3.40 -3.58 0.206
H -0.56 2.89 -5.72 0.156
H -2.30 3.11 -5.97 0.162
H -0.86 0.98 -6.65 0.470
O 1.76 -4.06 -3.62 -0.941
H 0.93 -4.11 -3.12 0.478
H 1.49 -4.17 -4.55 0.463
O 2.75 0.09 -4.55 -0.940
H 2.17 0.55 -5.17 0.453
H 2.24 0.05 -3.72 0.486
O -3.37 -3.21 -1.30 -0.950
H -2.84 -2.56 -0.78 0.487
H -3.28 -4.03 -0.81 0.458
O 3.33 -3.00 1.17 -0.945
H 3.04 -3.92 1.15 0.462
H 2.97 -2.60 0.36 0.483
O -2.27 -1.33 -4.19 -0.963
H -2.13 -0.74 -4.94 0.474
H -1.43 -1.29 -3.70 0.481
O -2.43 0.42 3.80 -0.949
H -1.66 0.67 3.28 0.477
H -3.17 0.52 3.18 0.473
O -0.27 -4.08 1.08 -0.971
H 0.38 -4.41 0.45 0.475
H -0.37 -3.14 0.85 0.500
O 4.15 0.90 -1.19 -0.950
H 4.02 1.73 -0.73 0.459
H 3.28 0.48 -1.15 0.487
```

As for the strongest force on any atom: 2.64 eV/Å. As for the charge: -1. Its total energy is -59116.950 eV.


Entry 5:
Below is a structure of composition C8H4AuCl3NO3Sc at a distorted geometry, with properties calculated with the ωB97M-V functional and the def2-TZVPD basis.

```
21
Properties=species:S:1:pos:R:3:nbo_charge:R:1
Au 0.58 -1.39 -3.83 0.969
Sc -1.54 1.12 0.74 1.810
Cl 1.00 -2.33 -1.83 -0.454
Cl -1.80 3.33 1.06 -0.222
C 0.57 1.15 0.83 0.384
C 0.47 -2.34 -5.51 0.457
C 0.27 -0.16 -5.34 0.434
O 1.73 1.17 0.90 -0.175
O 0.58 -3.12 -6.36 -0.183
O 0.29 0.48 -6.31 -0.214
Cl -3.06 -0.22 5.80 0.610
C -2.37 -0.87 4.36 -0.039
C -1.90 -2.17 4.25 -0.041
C -1.28 -2.57 3.08 -0.174
C -1.17 -1.67 2.01 0.172
N -1.59 -0.39 2.19 -0.672
C -2.25 0.02 3.30 0.157
H -2.01 -2.80 5.14 0.326
H -0.90 -3.59 2.97 0.324
H -0.71 -1.95 1.05 0.267
H -2.59 1.03 3.25 0.264
```

As for the strongest force on any atom: 9.93 eV/Å. Its spin multiplicity is 3. As for the charge: +4. Its total energy is -77903.263 eV.


Entry 6:
Below is a structure of composition C8H4F15NaO18S5 at a distorted geometry, with properties calculated with the ωB97M-V functional and the def2-TZVPD basis.

```
51
Properties=species:S:1:pos:R:3:nbo_charge:R:1
Na 0.22 0.43 0.54 0.912
C -0.04 5.29 1.04 0.735
F -0.94 5.60 2.02 -0.360
F -0.72 4.95 -0.03 -0.305
F 0.73 6.34 0.88 -0.334
S 1.13 3.79 1.54 2.241
O 0.28 2.58 1.44 -1.013
O 2.25 3.73 0.54 -0.931
O 1.55 4.10 2.94 -1.016
C 0.50 3.09 -2.57 0.731
F 0.57 4.41 -2.35 -0.341
F 0.02 2.32 -1.54 -0.319
F -0.44 2.99 -3.49 -0.344
S 2.19 2.41 -3.28 2.265
O 1.96 0.98 -3.50 -0.965
O 2.39 3.14 -4.58 -1.050
O 3.17 2.72 -2.22 -0.970
C 4.10 -1.34 2.13 0.710
F 5.10 -1.50 1.33 -0.327
F 3.32 -2.40 2.04 -0.324
F 4.52 -1.09 3.42 -0.364
S 3.27 0.27 1.48 2.276
O 4.30 1.33 1.47 -0.958
O 2.77 -0.07 0.15 -0.976
O 2.13 0.44 2.41 -1.015
C -0.97 -3.05 -2.43 0.695
F -0.19 -3.63 -1.52 -0.353
F -0.88 -3.80 -3.55 -0.357
F -2.27 -2.96 -2.07 -0.328
S -0.18 -1.34 -2.74 2.328
O 1.20 -1.55 -3.13 -0.957
O -0.93 -0.73 -3.83 -1.003
O -0.35 -0.56 -1.52 -1.004
C -5.07 0.57 0.58 0.711
F -5.04 -0.82 0.59 -0.361
F -6.04 1.02 -0.19 -0.329
F -5.17 0.93 1.84 -0.330
S -3.44 1.36 -0.08 2.263
O -2.34 0.75 0.68 -0.982
O -3.44 1.11 -1.54 -0.959
O -3.62 2.82 0.21 -0.998
C -1.47 -4.85 1.76 -0.099
C -0.05 -5.26 1.67 -0.086
O 0.65 -4.11 1.99 -0.504
C -0.12 -3.00 1.63 0.974
O 0.19 -1.81 1.58 -0.521
O -1.33 -3.44 1.39 -0.468
H -1.90 -4.99 2.76 0.173
H -1.92 -5.46 0.98 0.194
H 0.20 -5.67 0.69 0.180
H 0.16 -6.02 2.43 0.163
```

For the energy relative to the best compared isomer or geometry (same formula, charge and spin), the calculation gives 128.83 kcal/mol. As for the strongest force on any atom: 4.72 eV/Å. As for the charge: -4. Its total energy is -144567.618 eV.


Q: What is the strongest force on any atom in the sixth record?
A: 4.72 eV/Å


Q: Which formula does entry 2 have?
A: C8H3F3N2O4S


Copy entry 5 word for word.
Below is a structure of composition C8H4AuCl3NO3Sc at a distorted geometry, with properties calculated with the ωB97M-V functional and the def2-TZVPD basis.

```
21
Properties=species:S:1:pos:R:3:nbo_charge:R:1
Au 0.58 -1.39 -3.83 0.969
Sc -1.54 1.12 0.74 1.810
Cl 1.00 -2.33 -1.83 -0.454
Cl -1.80 3.33 1.06 -0.222
C 0.57 1.15 0.83 0.384
C 0.47 -2.34 -5.51 0.457
C 0.27 -0.16 -5.34 0.434
O 1.73 1.17 0.90 -0.175
O 0.58 -3.12 -6.36 -0.183
O 0.29 0.48 -6.31 -0.214
Cl -3.06 -0.22 5.80 0.610
C -2.37 -0.87 4.36 -0.039
C -1.90 -2.17 4.25 -0.041
C -1.28 -2.57 3.08 -0.174
C -1.17 -1.67 2.01 0.172
N -1.59 -0.39 2.19 -0.672
C -2.25 0.02 3.30 0.157
H -2.01 -2.80 5.14 0.326
H -0.90 -3.59 2.97 0.324
H -0.71 -1.95 1.05 0.267
H -2.59 1.03 3.25 0.264
```

As for the strongest force on any atom: 9.93 eV/Å. Its spin multiplicity is 3. As for the charge: +4. Its total energy is -77903.263 eV.


Repeat the first record exactly.
Below is a cluster of 10 separate species, C8H36O14 in total at a distorted geometry, with properties calculated with the ωB97M-V functional and the def2-TZVPD basis.

```
58
Properties=species:S:1:pos:R:3:nbo_charge:R:1
O 6.24 8.60 9.34 -0.746
C 7.65 8.43 9.08 -0.091
C 8.14 9.24 7.91 -0.087
O 9.49 9.65 8.04 -0.746
H 5.72 8.58 8.53 0.472
H 8.23 8.76 9.89 0.175
H 7.90 7.39 8.94 0.161
H 7.45 10.10 7.92 0.172
H 7.98 8.73 6.97 0.173
H 10.00 8.85 7.73 0.500
O 15.15 6.71 8.57 -0.784
C 15.60 7.47 9.65 -0.091
C 15.18 8.90 9.56 -0.093
O 13.93 9.22 10.19 -0.766
H 14.56 6.00 8.83 0.518
H 15.31 7.01 10.61 0.179
H 16.65 7.71 9.53 0.173
H 15.11 9.06 8.48 0.203
H 15.92 9.52 10.03 0.169
H 14.09 9.12 11.11 0.490
O 12.54 7.69 7.02 -0.729
C 11.92 6.50 6.44 -0.108
C 10.46 6.73 6.17 -0.079
O 9.67 6.98 7.32 -0.789
H 13.31 7.38 7.46 0.487
H 12.37 6.36 5.45 0.180
H 12.03 5.58 6.92 0.170
H 10.02 5.84 5.62 0.166
H 10.37 7.61 5.49 0.176
H 10.17 6.67 8.10 0.499
O 6.84 5.23 14.75 -0.741
C 6.97 5.05 13.34 -0.089
C 6.41 6.23 12.65 -0.100
O 6.22 5.85 11.28 -0.747
H 7.41 5.86 15.19 0.481
H 7.99 4.73 13.15 0.179
H 6.38 4.13 12.93 0.196
H 7.00 7.16 12.60 0.174
H 5.44 6.39 13.15 0.186
H 5.78 6.56 10.86 0.496
O 15.11 6.92 5.69 -0.942
H 15.55 6.68 6.48 0.482
H 15.40 6.28 5.07 0.459
O 13.28 5.02 9.79 -0.982
H 12.43 5.40 9.96 0.510
H 13.07 4.13 9.52 0.473
O 8.41 4.84 10.14 -0.973
H 7.72 5.36 10.60 0.499
H 8.15 4.87 9.24 0.472
O 11.35 8.87 10.34 -1.009
H 10.71 9.46 10.01 0.494
H 12.23 9.07 10.02 0.515
O 13.14 8.89 12.83 -0.955
H 12.37 9.31 12.39 0.495
H 13.11 7.97 12.51 0.474
O 10.87 6.26 9.70 -1.028
H 10.79 7.21 9.85 0.511
H 9.98 5.84 9.95 0.514
```

For the energy relative to the best compared isomer or geometry (same formula, charge and spin), the calculation gives 10.96 kcal/mol. As for the strongest force on any atom: 3.06 eV/Å. Its total energy is -37543.427 eV.